{"formula": "C40H65N2O7PSi2Ti", "method": "ωB97M-V/def2-TZVPD", "lumo_ev": -5.3883, "charge": 2, "homo_ev": -12.9, "elements": ["C", "C", "N", "H", "O", "C", "H", "C", "H", "H", "H", "H", "H", "H", "H", "H", "C", "C", "N", "H", "C", "H", "H", "O", "H", "C", "H", "C", "O", "C", "H", "C", "H", "H", "H", "H", "H", "C", "H", "C", "C", "O", "C", "H", "H", "H", "C", "C", "C", "H", "O", "H", "H", "H", "H", "C", "H", "H", "H", "H", "H", "C", "C", "H", "C", "P", "C", "C", "H", "H", "H", "C", "H", "O", "H", "Si", "H", "C", "H", "C", "C", "Ti", "C", "C", "H", "C", "H", "H", "H", "C", "O", "H", "H", "Si", "C", "C", "H", "H", "H", "C", "C", "H", "H", "H", "H", "H", "C", "H", "H", "C", "H", "H", "H", "H", "C", "C", "H", "H"], "xyz": [[2.296768, -4.685937, -0.639967], [1.950532, 2.326710, -1.414956], [3.319162, 0.603702, -2.478040], [3.573966, 2.040004, -4.012929], [-1.067354, 0.790085, -1.482877], [-2.413396, 3.711063, -3.092496], [-2.926999, -0.622421, 5.872509], [1.965972, -3.407833, -0.221575], [2.031274, -3.904648, 3.134941], [1.701323, -1.796040, 4.008819], [-4.735370, 3.447742, 3.249167], [3.594979, -0.601215, 0.767603], [-6.280364, 1.709747, 1.227060], [2.356196, -4.913455, -1.696549], [-3.013058, 3.098955, -0.014400], [-5.608364, 1.132402, 2.756693], [-0.138950, 4.291648, 2.589540], [-1.880610, -2.225504, -2.025661], [-2.148150, 2.319938, -2.724347], [-0.885149, 3.502443, -0.379185], [-1.234740, 1.987565, -1.848995], [-3.599219, 4.217004, 2.124385], [3.711281, -0.918227, -3.857072], [-1.099212, 1.516248, 4.005335], [-0.315021, 2.042613, 6.445333], [-0.002465, 5.426620, 1.584164], [0.659608, 6.199815, 1.973659], [-3.846723, 2.399332, 0.072908], [1.630357, -0.028961, -1.125497], [-1.805395, 1.092233, 5.208124], [0.190606, -1.853304, -2.488670], [-1.199438, -5.523114, 1.398930], [-5.175144, 0.322351, 1.243315], [-2.239159, 4.381562, -2.253845], [2.770852, 2.790079, -0.857724], [-3.461987, 3.791475, -3.367353], [0.592791, -0.455088, 3.623742], [-1.543369, -5.338545, 2.731591], [-0.004444, -2.473445, -4.857397], [-2.403269, -0.288095, 4.975896], [-1.975654, -4.094311, 3.172645], [-3.101883, 1.572885, 2.209541], [1.876477, -3.109084, 1.136763], [-1.017011, -4.620623, -0.532069], [-1.806569, 4.012328, -3.946767], [1.504801, 3.142130, 1.799019], [2.440087, -5.389478, 1.655212], [2.306240, 0.873169, -1.688170], [-2.896390, 2.098541, 5.540635], [0.041369, 5.572293, 4.314534], [-1.128384, 3.382362, 2.029510], [2.793533, -6.678242, -0.020482], [-4.693025, 2.808406, -0.482228], [-3.067362, 1.484462, -4.401171], [-3.985838, -2.676147, -1.940230], [-0.876187, -2.511925, -4.216005], [1.951190, 4.246424, 3.111277], [-3.663316, 2.104570, 4.768165], [4.704855, -0.967137, -2.387172], [-3.369868, 1.831093, 6.485803], [1.752448, -2.638413, -0.955012], [2.112438, -4.108601, 2.075254], [-4.207711, 2.226127, 1.543947], [-5.312910, 4.071705, 1.704228], [-3.105365, -2.622487, -2.570624], [1.480750, -1.417116, 1.623528], [1.184447, 3.556380, 2.757637], [-3.009644, 1.298498, -3.330041], [1.090215, 2.748648, 3.486295], [-1.625169, 5.280882, 3.798664], [5.041105, 1.229939, -3.455897], [4.096070, 1.658354, -3.135034], [0.423576, 5.064009, 0.646880], [-0.669423, 0.856180, 1.506730], [-4.009236, 1.366056, -2.899865], [-1.808373, -1.752640, -0.216029], [0.057912, -2.133704, 3.415777], [-1.695556, -3.202294, 0.939510], [-0.028938, 3.811946, -1.906601], [-0.340551, 3.037388, -1.204840], [-5.392757, 1.288988, 1.700340], [-0.023103, 0.067320, 0.097105], [0.908869, -1.459930, 3.339354], [-1.273412, -4.461749, 0.509125], [-1.492794, -6.169613, 3.423104], [-4.477028, 3.574308, 2.197572], [3.728648, -1.079947, 2.467536], [-3.118670, -0.262446, 4.152517], [-2.483926, 3.102512, 5.642082], [2.536136, -5.678058, 0.301894], [0.784150, 2.397078, -0.620564], [2.617584, -6.164455, 2.388974], [-4.171405, -3.272841, -4.313457], [-1.551650, 1.880933, 2.502574], [-2.101293, -2.905007, -4.736991], [-0.643613, 4.820943, 3.921477], [0.044347, 0.355405, 6.040337], [1.835980, 2.874597, -2.353249], [-1.194811, 0.733472, 7.244376], [-0.751640, 1.053961, 6.301752], [-3.216272, -2.960073, -3.912807], [-1.619143, -1.010954, 4.752394], [-2.598648, 0.309598, -3.150072], [-2.267113, -3.955686, 4.206430], [-0.717313, 4.013353, 4.647555], [4.316111, 2.474394, -2.450018], [3.705316, -0.777262, -2.777144], [-3.023898, -0.964245, 0.112838], [3.000684, -1.463354, -2.322300], [-2.053705, -3.035730, 2.279778], [-3.574210, 1.433494, -0.357984], [-2.185752, -3.172172, -5.781960], [-0.883032, -6.498019, 1.051584], [-0.975183, 5.877668, 1.385415], [-0.772025, -2.174006, -2.873955], [3.096383, -0.575144, 1.736242], [-2.411385, -2.071823, 2.625581], [2.954084, 0.461481, 2.048367]], "atomic_forces_ev_per_a": [[0.000, 0.003, -0.002], [0.057, 0.005, 0.022], [-0.032, -0.014, 0.038], [-0.001, -0.004, -0.003], [-0.091, 0.012, -0.127], [0.000, 0.040, -0.011], [0.010, 0.011, -0.008], [-0.028, 0.000, -0.012], [0.001, 0.003, 0.003], [0.009, 0.008, -0.013], [0.008, -0.001, -0.014], [-0.008, 0.008, -0.001], [0.008, 0.007, -0.001], [0.002, -0.002, 0.004], [0.036, 0.025, -0.004], [-0.011, -0.009, 0.020], [0.012, 0.007, -0.031], [0.039, 0.021, 0.002], [0.029, -0.061, 0.019], [-0.032, 0.026, 0.013], [0.042, -0.040, 0.085], [0.002, 0.015, 0.010], [-0.001, 0.004, 0.002], [-0.008, -0.071, -0.060], [0.011, 0.007, 0.007], [0.000, -0.043, 0.052], [-0.002, -0.004, 0.000], [-0.045, -0.006, 0.080], [-0.011, 0.000, 0.099], [-0.062, 0.022, 0.059], [0.037, -0.019, 0.017], [0.009, -0.001, 0.005], [-0.004, 0.001, 0.005], [0.008, -0.009, -0.006], [-0.003, 0.000, -0.023], [-0.004, 0.002, 0.008], [0.001, 0.003, 0.008], [0.004, -0.013, -0.006], [-0.001, -0.001, 0.001], [0.000, 0.054, -0.009], [-0.009, 0.009, 0.011], [-0.089, 0.044, 0.026], [0.008, 0.015, -0.031], [0.021, -0.001, -0.016], [-0.003, -0.001, -0.002], [0.009, -0.012, -0.007], [0.000, -0.025, -0.005], [-0.011, 0.047, -0.023], [0.023, 0.002, 0.036], [0.010, 0.007, -0.008], [-0.013, 0.006, 0.025], [-0.007, 0.000, 0.004], [-0.006, -0.004, 0.014], [0.007, 0.013, 0.004], [-0.016, 0.000, 0.006], [0.021, 0.019, 0.009], [0.011, -0.009, 0.010], [-0.030, 0.001, -0.038], [-0.005, 0.007, -0.001], [0.001, 0.000, -0.008], [-0.022, -0.016, 0.005], [-0.025, 0.005, 0.023], [0.017, 0.008, -0.003], [-0.005, -0.014, -0.006], [0.004, -0.036, 0.000], [-0.090, -0.125, 0.022], [0.016, 0.015, -0.001], [-0.010, -0.019, -0.024], [-0.001, 0.016, -0.010], [0.000, 0.003, 0.013], [0.003, 0.004, 0.005], [0.023, 0.022, -0.011], [0.010, -0.006, -0.030], [-0.047, 0.018, -0.028], [0.008, 0.000, 0.003], [0.018, -0.025, -0.005], [-0.025, -0.016, 0.006], [-0.017, -0.002, 0.003], [-0.019, -0.018, -0.003], [-0.023, 0.009, -0.030], [0.027, -0.016, -0.006], [0.344, 0.256, -0.113], [0.035, 0.014, 0.006], [-0.001, -0.009, -0.005], [0.000, 0.003, 0.000], [0.011, -0.029, 0.000], [-0.012, -0.005, -0.001], [-0.007, -0.001, -0.016], [-0.006, -0.005, 0.006], [0.000, -0.005, 0.001], [-0.041, -0.116, -0.004], [0.003, 0.002, -0.005], [-0.006, 0.002, -0.002], [0.027, 0.019, 0.045], [-0.003, 0.000, -0.005], [-0.040, -0.005, -0.008], [0.013, -0.004, 0.004], [-0.006, -0.025, -0.003], [-0.006, -0.001, -0.002], [0.004, 0.011, -0.042], [-0.010, -0.001, 0.011], [0.030, -0.039, -0.022], [0.001, 0.002, 0.004], [-0.003, -0.004, 0.000], [-0.002, -0.001, 0.015], [-0.008, -0.002, -0.004], [0.012, -0.024, -0.024], [-0.019, 0.032, 0.020], [0.010, 0.002, -0.004], [-0.006, -0.057, -0.010], [0.005, -0.007, 0.008], [-0.001, -0.003, -0.003], [0.004, -0.003, 0.000], [-0.010, 0.000, 0.000], [-0.038, -0.002, -0.022], [-0.008, 0.029, -0.004], [-0.019, 0.044, 0.021], [0.014, 0.019, -0.002]], "mulliken_charge": [-0.72, -1.30, 0.24, 0.31, 0.08, -1.05, 0.66, 0.41, 0.38, 0.74, 0.41, 0.26, 0.39, 0.47, 0.01, 0.45, 1.72, 0.63, 0.55, 0.22, -0.06, 0.13, 0.42, 0.65, 0.32, -1.60, 0.47, -0.70, 0.53, 1.63, -0.05, -0.57, 0.22, 0.42, 0.54, 0.40, -0.17, -0.77, 0.46, -1.42, -0.26, 1.35, 0.36, 0.42, 0.32, -0.31, -0.81, 0.09, -1.48, 0.59, 0.26, 0.42, 0.66, 0.47, 0.44, -0.73, 0.72, 0.04, 0.39, 0.59, -0.53, -0.81, 1.64, 0.52, -0.61, 1.88, -0.90, -0.83, 0.00, 0.33, 0.40, -1.04, 0.09, 1.73, 0.32, 1.93, 0.06, 0.29, 0.95, -1.56, -1.80, -0.77, -0.88, -0.46, 0.43, -1.67, 0.52, -0.03, 0.29, -0.72, -0.23, 0.47, 0.45, -3.32, -0.64, -1.53, 0.28, 0.63, 0.41, -1.67, -0.74, 0.24, 0.08, 0.51, -0.01, 0.41, -0.92, -0.50, 0.19, -0.65, -0.27, 0.43, 0.46, 0.37, 0.20, -1.29, 0.29, 0.31]}